1.
The following is a DFT calculation (ωB97M-V/def2-TZVPD) of a structure of composition C7H8IrN2O4S in a non-equilibrium geometry.

Atoms and positions in Å:
S -1.7605 -0.0567 -0.0893
C 0.3249 -2.4522 -0.0701
H 2.0782 1.7705 0.9282
H 2.1986 2.1523 -0.8053
H -0.2104 1.9674 -0.9561
N 0.0304 0.4000 1.8535
C 0.0751 -0.4602 -2.5905
C 1.5898 2.2707 0.0980
H 0.5865 2.3229 2.4473
O 0.9858 -2.9565 0.7524
O 0.5757 0.2745 -3.3463
H 1.4264 0.9782 3.2818
N 0.2680 1.6925 -0.1056
Ir -0.8249 -1.7396 -1.4545
C -0.2463 -3.1661 -2.6354
O 0.1711 -3.9951 -3.3321
H -0.2476 1.3836 3.7051
H -0.3764 -0.4617 2.2074
H 1.4836 3.3411 0.3006
O -4.6757 -2.8128 -1.8981
C -3.5892 -2.5169 -1.7739
C 0.4743 1.3338 2.8824
C -0.3376 0.7304 0.6007

Cartesian forces (eV/Å) of the 6 atoms listed first:
-0.2 0.5 0.2
4.2 -2.4 4.8
0.1 0.1 -0.1
-0.2 0.1 -0.2
-0.2 0.3 -0.4
-0.3 0.8 0.6

The expectation value of S² is 6.06. Its total energy is -32195.72561 eV. As for the spin multiplicity: 5. The strongest force on any atom comes out at 7.819 eV/A. As for the net charge: +3.

Atomic partial charges in e from the Mulliken method, atoms 1 to 8: -0.018 0.227 0.437 0.338 0.381 0.029 0.213 -0.902

***

2.
The following is a DFT calculation (ωB97M-V/def2-TZVPD) of the molecule C7H8N2 in a non-equilibrium geometry.

Atoms and positions in Å:
C 0.8501 -0.3037 1.2155
H 0.1055 -0.5613 1.8744
H 2.1569 2.1015 -0.6500
C -2.2838 0.7431 -0.2590
N 0.9414 0.8276 -1.4457
H -0.7917 -2.1662 -0.9573
C -1.1942 -0.1201 -0.5152
C -1.4105 -1.5762 -0.3076
C 1.4763 0.8448 0.9305
H 2.8355 0.5835 -0.8570
H 1.3338 1.6986 1.5452
H -1.2078 -1.9541 0.8188
C 1.9832 1.0719 -0.4683
C -0.1273 0.4643 -1.0601
N -3.2188 1.3989 -0.0958
H -2.4337 -1.8841 -0.2195
H 0.9852 -1.1685 0.4510

Cartesian forces (eV/Å) of the 6 atoms listed first:
2.6 -0.9 -3.5
-1.1 0.0 2.2
0.7 1.2 0.3
-0.9 0.6 0.2
-0.4 -0.2 -1.0
-0.1 -0.5 -0.3

As for the spin multiplicity: 1. Its SMILES is C=CCN=C=C(C)C#N. The relative energy (zero: lowest compared OMol25 entry of this formula, charge and spin) is 74.04 kcal/mol. The strongest force on any atom comes out at 4.399 eV/A.

Atomic partial charges in e from the Mulliken method, atoms 1 to 8: -0.789 0.432 0.364 0.087 -0.467 0.351 0.525 -1.428

***

3.
The following is a DFT calculation (ωB97M-V/def2-TZVPD) of a structure of composition C7H8N2 in a non-equilibrium geometry.

Atoms and positions in Å:
C -0.0181 0.9967 -0.4728
N 1.4148 1.9257 -2.3536
N -0.5262 2.8512 1.8308
C 0.8785 -1.4674 -0.5238
H 1.5297 -1.2340 -1.5006
H -1.2950 -0.0276 -1.9329
H 0.7095 -0.3543 1.9313
H -0.3668 -1.6841 1.7274
H 1.4215 -1.8584 0.3405
H 0.2116 -2.2300 -0.8388
H -2.0661 0.2979 -0.2313
C -0.1816 -0.6869 1.4740
C -0.0544 -0.4242 -0.0539
H -0.8766 -0.1940 1.9369
C -1.2005 0.1814 -0.7591
C -0.3248 2.2926 0.8856
C 0.7444 1.6153 -1.4598

Cartesian forces (eV/Å) of the 6 atoms listed first:
1.6 5.3 -3.3
1.4 1.2 -1.7
-1.1 2.8 5.2
2.2 0.7 -2.7
-1.2 -0.4 2.4
0.1 0.2 2.7

The expectation value of S² is 2.02. As for the spin multiplicity: 3. The relative energy (zero: lowest compared OMol25 entry of this formula, charge and spin) is 109.76 kcal/mol. The strongest force on any atom comes out at 6.403 eV/A.

Atomic partial charges in e from the Mulliken method, atoms 1 to 8: 0.571 -0.432 -0.409 -1.342 0.330 0.268 0.494 0.528

***

4.
The following is a DFT calculation (ωB97M-V/def2-TZVPD) of a structure of composition C7H8N2O in a non-equilibrium geometry.

Atoms and positions in Å:
C -0.9687 -1.0375 2.8049
H 2.1257 1.0534 -3.5004
C -0.3090 -1.7511 1.8645
C 1.0027 1.1610 -2.9409
H -1.8989 1.0539 3.3450
C -0.3820 0.0580 0.3125
N -1.0407 0.8263 1.2722
C 1.0841 0.5515 -1.5505
H 0.0331 -2.8534 1.9872
N -0.1791 0.7467 -0.8794
H 0.2551 0.7797 -3.5001
H -1.2263 -1.3399 3.8769
C 0.0256 -1.1478 0.5527
H 0.8694 2.3855 -3.1417
O 2.0526 0.1090 -1.1003
C -1.2109 0.2813 2.4537
H 0.6553 -1.6399 -0.3361
H -0.8881 0.7631 -1.5202

Cartesian forces (eV/Å) of the 6 atoms listed first:
0.2 -0.1 2.0
-3.3 -0.2 1.5
2.0 -2.4 -2.6
5.7 4.2 -1.2
2.4 -2.4 -2.9
-2.6 4.5 1.7

As for the spin multiplicity: 1. The relative energy (zero: lowest compared OMol25 entry of this formula, charge and spin) is 60.49 kcal/mol. The strongest force on any atom comes out at 7.163 eV/A.

Atomic partial charges in e from the Mulliken method, atoms 1 to 8: -0.402 0.280 -0.380 -1.183 0.193 0.373 -0.509 0.639

***

5.
The following is a DFT calculation (ωB97M-V/def2-TZVPD) of a cluster of 2 separate species, C7H8N2O in total in a non-equilibrium geometry.

Atoms and positions in Å:
C -0.4592 1.1997 0.8543
O 2.6561 -1.6344 0.1349
H -2.3100 0.1042 1.0897
N -2.9091 0.9967 -2.2573
C -1.2919 -0.0329 0.7172
H -0.2963 -3.5696 1.2558
H 0.8566 0.0200 -1.5556
C -1.0088 0.8152 -0.5207
C 0.4582 0.8542 -0.9656
H 3.1760 -1.4659 -0.7075
H 0.6996 1.7588 -1.5339
C -0.5261 -2.5304 1.0983
C -2.0740 1.0930 -1.4468
H 2.0820 -0.8704 0.3608
H -0.7317 2.0230 1.5129
H 1.5151 1.6989 0.6138
C -0.7482 -1.3583 0.8973
N 0.9116 0.8982 0.4523

Cartesian forces (eV/Å) of the 6 atoms listed first:
-0.7 0.2 0.6
0.8 0.3 -1.2
0.2 0.0 -0.3
1.4 0.7 1.4
0.6 0.0 0.0
0.0 0.5 -0.1

As for the spin multiplicity: 1. Its SMILES is C#C[C@H]1[C@H]2NC[C@]21C#N.O. The relative energy (zero: lowest compared OMol25 entry of this formula, charge and spin) is 105.54 kcal/mol. The strongest force on any atom comes out at 2.145 eV/A.

Atomic partial charges in e from the Mulliken method, atoms 1 to 8: -0.395 -0.702 0.462 -0.490 -0.354 0.419 0.273 0.689

***

6.
The following is a DFT calculation (ωB97M-V/def2-TZVPD) of the molecule C7H8N2O in a non-equilibrium geometry.

Atoms and positions in Å:
H -1.1069 -1.3658 0.4585
H 4.0552 0.3970 -0.0430
C 0.4033 -0.2137 0.0551
N 1.2250 -1.2560 -0.1513
C 2.6346 -1.0328 -0.2447
O -1.9230 1.2952 -0.5231
C -3.3658 -0.5391 0.0702
N -0.9161 -0.6280 -0.0416
C -2.0005 0.2023 -0.1529
H -4.0029 0.3378 0.0658
H 3.2516 -1.9537 -0.5871
C 0.7894 1.0535 0.1598
H -0.1109 1.7432 0.2163
C 3.0970 0.3021 -0.1159
H 2.5666 2.3023 0.1692
H -3.3928 -0.8124 1.1271
H -3.4297 -1.1093 -0.5714
C 2.2259 1.2776 0.1091

Cartesian forces (eV/Å) of the 6 atoms listed first:
-1.0 -5.3 2.8
5.7 1.2 -0.1
1.1 -2.9 -1.3
4.4 -0.3 -0.3
-4.1 -0.5 -0.4
-0.1 5.2 -1.5

As for the spin multiplicity: 1. Its SMILES is CC(=O)Nc1ccccn1. The relative energy (zero: lowest compared OMol25 entry of this formula, charge and spin) is 65.42 kcal/mol. The strongest force on any atom comes out at 17.515 eV/A.

Atomic partial charges in e from the Mulliken method, atoms 1 to 8: 0.230 0.565 0.396 -0.572 -0.227 -0.556 -1.595 -0.141

***

7.
The following is a DFT calculation (ωB97M-V/def2-TZVPD) of the molecule C7H8N2O2 in a non-equilibrium geometry.

Atoms and positions in Å:
C -1.2689 -1.4560 -0.6305
C -0.0216 1.8896 -0.1810
C 2.1119 -0.2303 0.6661
H -2.2207 -1.0534 -0.1464
O 1.3037 2.7874 1.4748
C -0.0489 0.6225 -1.1778
N -2.5392 1.1858 -1.7609
C 0.8329 -0.9773 0.4656
H 2.6408 0.2463 -0.2204
H 0.6763 0.7267 -2.0723
H -1.2132 -2.5511 -0.2489
C -1.4287 0.8860 -1.6246
H -0.8908 2.5146 -0.0626
C -0.1058 -0.6338 -0.3473
H -1.4282 -1.4351 -1.7629
O 2.6906 -0.2392 1.7370
N 1.0084 1.8401 0.5301
H 0.6751 -1.7732 1.1431
H 2.1860 2.5335 1.8548

Cartesian forces (eV/Å) of the 6 atoms listed first:
-2.7 -2.3 -0.1
1.4 -1.2 0.1
1.0 0.0 0.1
1.1 -0.3 -0.8
0.0 0.0 0.2
-1.1 2.6 -0.2

As for the spin multiplicity: 1. Its SMILES is C/C(=C/C=O)[C@@H](C#N)/C=N/O. The relative energy (zero: lowest compared OMol25 entry of this formula, charge and spin) is 117.06 kcal/mol. The strongest force on any atom comes out at 3.587 eV/A.

Atomic partial charges in e from the Mulliken method, atoms 1 to 8: -1.536 -0.665 -0.061 0.318 -0.453 0.822 -0.526 -0.615

***

8.
The following is a DFT calculation (ωB97M-V/def2-TZVPD) of the molecule C7H8N2O2 in a non-equilibrium geometry.

Atoms and positions in Å:
C 0.8026 -0.1849 -0.6749
C -0.2774 -2.1326 0.4486
H -0.7940 2.6949 1.1694
C 0.3880 -0.7910 -1.8728
O 1.0342 -0.5007 2.6617
O 0.7076 2.5744 -0.1404
H 0.1766 2.6422 -1.2161
H 1.2328 0.7417 -0.4661
C 0.6632 -0.1038 1.6001
H -1.2018 1.6673 -0.2735
H 0.8287 -0.7420 -2.8755
N 0.0294 1.1948 1.7842
H -0.2570 1.5939 2.8053
C 0.4678 -0.8772 0.3591
C -0.6517 -1.9288 -1.8085
H -0.9584 -2.3738 -2.6573
C -0.4230 1.9294 0.6167
H -0.8120 -2.7185 1.3015
N -0.9556 -2.6851 -0.7612

Cartesian forces (eV/Å) of the 6 atoms listed first:
-0.3 -0.9 -6.5
-3.0 -0.6 -2.5
-2.1 2.9 0.6
-2.1 -2.7 -0.4
1.7 -2.1 0.9
-3.4 -0.4 -4.4

As for the spin multiplicity: 1. Its SMILES is O=C(NCO)c1cccnc1. The relative energy (zero: lowest compared OMol25 entry of this formula, charge and spin) is 146.90 kcal/mol. The strongest force on any atom comes out at 8.022 eV/A.

Atomic partial charges in e from the Mulliken method, atoms 1 to 8: -0.587 -0.228 0.330 -0.842 -0.582 -0.574 0.390 1.088

***

9.
The following is a DFT calculation (ωB97M-V/def2-TZVPD) of the molecule C7H8N2O2 in a non-equilibrium geometry.

Atoms and positions in Å:
H 2.7022 -1.3199 -0.2189
H -2.3752 1.5769 -0.6593
O 1.8415 -3.6183 0.2211
C -2.0845 1.0143 0.2385
H -2.1861 1.9379 1.0241
N 0.7105 -3.0834 0.4037
C 0.6509 -1.6482 0.1203
O -0.2486 -3.6042 0.7715
C -0.7713 0.3686 0.0353
H 2.4979 1.2310 -0.7427
H -3.0994 0.5966 0.3011
H -1.4237 -1.7141 0.6691
C 1.7264 -0.8384 -0.2647
C 0.3856 1.1395 -0.4073
N 0.2667 2.4576 -0.6534
H -0.5958 3.0051 0.0117
C 1.5576 0.5265 -0.5302
H 1.0684 2.9328 -0.6048
C -0.6230 -0.9603 0.2849

Cartesian forces (eV/Å) of the 6 atoms listed first:
-0.1 0.3 -0.4
0.7 0.3 -0.4
-2.0 0.6 0.4
-2.2 4.3 0.3
0.8 -2.2 -1.3
6.1 2.3 -1.9

As for the spin multiplicity: 1. Its SMILES is Cc1cc([N+](=O)[O-])ccc1N. The relative energy (zero: lowest compared OMol25 entry of this formula, charge and spin) is 119.84 kcal/mol. The strongest force on any atom comes out at 8.007 eV/A.

Atomic partial charges in e from the Mulliken method, atoms 1 to 8: 0.428 0.421 -0.624 -1.709 0.259 0.975 -0.257 -0.599

***

10.
The following is a DFT calculation (ωB97M-V/def2-TZVPD) of the molecule C7H8N2O3 in a non-equilibrium geometry.

Atoms and positions in Å:
H 2.6761 -1.8404 0.6334
C 0.9733 -0.5434 0.5408
C -1.2260 -0.6229 -0.0512
H 2.4879 1.0833 -0.7496
O -0.0315 -2.7288 -0.2620
O 1.2616 1.8785 0.5379
C -0.9594 0.6769 0.3180
H 0.9810 1.5087 -1.4164
H -3.9711 1.1232 -0.3805
C -3.0267 0.6086 -0.2166
C 1.7892 1.7960 -0.7474
H 2.7733 -0.5213 1.5728
H -0.9187 -2.9408 0.0869
H -3.1421 -1.5415 -0.7038
C -2.5828 -0.7180 -0.2994
N 2.3140 -0.8741 0.8433
N 0.4717 0.7257 0.8578
O -1.9888 1.4767 0.1749
H 2.1609 2.8536 -0.8738
C -0.0418 -1.4001 0.1350

Cartesian forces (eV/Å) of the 6 atoms listed first:
-1.2 1.6 0.1
0.1 -2.8 0.5
1.8 0.9 1.3
3.2 -2.5 -0.5
-0.5 0.5 1.2
-1.3 -1.0 2.0

As for the spin multiplicity: 1. Its SMILES is COn1c(N)c(O)c2ccoc21. The relative energy (zero: lowest compared OMol25 entry of this formula, charge and spin) is 124.28 kcal/mol. The strongest force on any atom comes out at 5.345 eV/A.

Atomic partial charges in e from the Mulliken method, atoms 1 to 8: 0.214 -0.002 1.212 0.335 -0.602 -0.303 -0.319 0.278

***

11.
The following is a DFT calculation (ωB97M-V/def2-TZVPD) of the molecule C7H8N2O3 in a non-equilibrium geometry.

Atoms and positions in Å:
C -1.5844 3.4897 -1.9921
C -0.2627 0.4548 -0.4205
H -1.5661 -1.2726 -0.8325
H -1.0930 4.5229 -2.1811
O -0.5996 2.6033 -1.3906
C 1.2508 -3.2912 2.2852
N 0.9883 0.8784 0.1103
H 1.1973 -3.9143 1.4047
H -1.6926 3.0739 -3.0002
C 1.6926 -0.0457 0.7688
O -2.0242 1.0419 -1.9791
C -1.0039 1.3654 -1.3218
H 1.8240 -3.8546 3.0348
H 0.2408 -3.1158 2.5626
O 1.9047 -2.1236 1.8623
N 0.0120 -1.6137 0.5319
H -2.4785 3.6192 -1.4431
C -0.6891 -0.8313 -0.2298
H 2.7051 0.2847 1.0691
C 1.1785 -1.2714 1.1613

Cartesian forces (eV/Å) of the 6 atoms listed first:
2.9 1.4 -2.5
2.8 1.5 0.6
1.3 0.9 1.2
-0.5 -1.8 0.9
0.4 1.7 1.1
0.4 -1.6 -0.8

As for the spin multiplicity: 1. Its SMILES is COC(=O)c1cnc(OC)cn1. The relative energy (zero: lowest compared OMol25 entry of this formula, charge and spin) is 41.97 kcal/mol. The strongest force on any atom comes out at 4.209 eV/A.

Atomic partial charges in e from the Mulliken method, atoms 1 to 8: -0.644 0.555 0.322 0.217 -0.316 -0.706 -0.410 0.325

***

12.
The following is a DFT calculation (ωB97M-V/def2-TZVPD) of the molecule C7H8N2O3 in a non-equilibrium geometry.

Atoms and positions in Å:
N 2.1355 -2.0087 -0.3046
N -2.7467 -0.7001 -0.1956
C -1.5940 1.3966 -0.0725
C 2.0705 -0.5899 -0.0957
O 1.9904 2.1374 0.0111
H 3.0168 -2.2272 -0.6182
C -1.6172 0.0302 -0.1476
C 0.7889 1.4631 0.1032
C -0.4209 -0.6002 0.1198
O 3.1267 -0.0213 0.0157
H -2.5667 1.9304 0.0657
C -0.4447 2.2259 0.0045
H -0.3881 3.3106 -0.0632
H 2.4399 2.0349 0.8089
C 0.7542 0.1088 0.1446
H -3.5965 -0.3283 -0.5766
H -2.6287 -1.6902 -0.2653
H 1.3322 -2.5529 -0.5665
H -1.2625 -2.0129 1.0722
O -0.3892 -1.9064 0.5601

Cartesian forces (eV/Å) of the 6 atoms listed first:
-2.6 2.9 0.8
-1.7 -1.0 0.4
-0.6 3.9 0.1
0.1 -2.4 1.3
-2.4 1.1 -1.7
2.1 -0.9 -0.9

As for the spin multiplicity: 1. Its SMILES is NC(=O)c1c(O)ccc(N)c1O. The relative energy (zero: lowest compared OMol25 entry of this formula, charge and spin) is 23.16 kcal/mol. The strongest force on any atom comes out at 3.992 eV/A.

Atomic partial charges in e from the Mulliken method, atoms 1 to 8: -0.418 -0.549 -0.437 0.577 -0.578 0.254 -0.004 0.219